Record 1
# C20H23N8PZr

C20H23N8PZr as an isolated structure (the ωB97M-V functional and the def2-TZVPD basis, OMol25).

Structure (XYZ):
```
53
Properties=species:S:1:pos:R:3
C -1.4343 1.3338 2.7127
H -4.5936 -1.7231 1.4233
C -5.9196 -2.2726 -0.1732
Zr -0.1076 1.1887 -0.0127
C -4.8153 -1.6412 0.3685
N 3.7379 -2.4766 -0.8173
C 3.9069 0.2354 -1.4358
H 4.9007 0.1962 -1.8815
H -3.6884 0.1319 -3.6000
C 2.9451 -3.3178 -0.2882
H 2.2405 -3.8654 -0.9068
H 4.6326 -1.9128 1.0309
N 0.4084 2.5022 1.7777
H 2.6275 1.1627 0.5665
H 2.9157 -2.6762 -2.7725
H 1.4127 0.6326 -2.1222
C -3.9810 -0.8859 -0.4603
C 3.5385 -1.9681 -2.2289
H -6.5671 -2.8606 0.4632
H -0.8159 2.8264 4.9114
H 2.9980 -3.5236 0.7769
C 1.3581 3.4500 1.8312
N 3.0052 -0.6316 -2.1889
N -3.4441 0.0078 -2.6199
H 2.3594 4.9742 2.9531
N 3.9733 -0.2051 -0.0473
C 4.5579 -1.5166 0.0200
N -1.5457 0.7804 1.5515
H -1.7773 1.1406 -2.8841
H 1.9582 3.6140 0.9409
C -2.8490 -0.1464 0.0426
H 3.5627 1.2694 -1.4877
H 0.9748 4.5730 4.9951
C -0.3633 2.2993 2.8901
H 4.5240 -1.9249 -2.6917
P 1.1852 -0.8824 -0.0048
C -0.1825 3.0124 4.0528
N -2.6173 -0.0425 1.3100
C -6.2156 -2.1504 -1.5321
H 5.5507 -1.4747 -0.4271
N -1.9703 0.5056 -0.8781
C -4.2977 -0.7794 -1.8225
C -5.4058 -1.3986 -2.3708
H 2.8494 -0.1305 1.7304
C -2.3697 0.5776 -2.1700
H -5.6425 -1.2993 -3.4235
C 0.8167 3.9928 4.0940
H -7.0892 -2.6427 -1.9387
C 1.6141 -0.4339 -1.8584
H 0.9817 -1.0338 -2.5139
C 1.5869 4.2168 2.9667
C 2.7410 0.0683 0.6640
H -2.1707 1.1245 3.4855
```

Summary:
- HOMO-LUMO gap (Eh) = 0.20642
- total charge = +4
- HOMO (hartree) = -0.7247
- energy relative to the best compared isomer or geometry (same formula, charge and spin) (kJ/mol) = 52.2

=====

Record 2
# C20H23NO7S

A single C20H23NO7S molecule (the ωB97M-V functional and the def2-TZVPD basis, OMol25).

Structure (XYZ):
```
52
Properties=species:S:1:pos:R:3
H -3.3694 -1.5544 -2.3201
S 4.1838 1.7118 0.0705
C 6.2569 -1.3838 1.3577
N 5.0901 0.3223 0.0903
O -5.4452 -0.7503 -0.4468
C 5.0740 -0.4704 -1.1151
H 0.0496 0.0631 2.1311
H 7.1930 -0.7953 -1.1468
O -7.9427 -1.1361 0.3789
H 0.1141 0.1224 -2.1359
H -5.7976 2.4659 -0.0258
H 2.3531 1.0705 2.1678
C 5.0463 -0.4552 1.3051
H 5.1054 0.2278 -1.9520
H -3.3615 1.7063 -0.9453
H -9.4032 -1.0407 1.8425
H 8.4277 -2.6092 0.1466
H 6.2596 -2.0137 -2.0299
H 6.2103 -1.9866 2.2659
C 1.8507 0.8376 1.2425
C -1.4033 -0.5639 0.0262
O -1.9082 -0.7414 -1.2087
H -9.4058 -2.4668 0.7578
C -4.2464 -0.2890 -0.8216
C 6.2853 -1.3995 -1.1284
H 7.5045 -3.8276 1.0266
H 5.3878 -2.9042 0.1142
C -3.2195 -1.2797 -1.2713
C -5.4589 1.4731 -0.2374
C 1.8801 0.8649 -1.1701
C -0.0414 0.0274 -0.0006
H 7.1642 -0.7794 1.3892
H 7.5244 -3.8395 -0.7375
C 2.4866 1.1169 0.0468
H 2.4090 1.1178 -2.0754
C -7.5716 0.1507 0.3683
H 5.0588 0.2535 2.1335
O -8.2900 1.0643 0.6949
H -9.9859 -0.8744 0.1749
C 0.5803 0.2920 1.2194
H 4.1189 -1.0506 1.3540
O -1.9948 -0.8652 1.0306
C -6.1919 0.3207 -0.0902
C 0.6079 0.3219 -1.1983
C 6.2922 -2.2838 0.1205
H 4.1475 -1.0664 -1.1778
C -4.1957 1.0754 -0.7156
H -3.2932 -2.1756 -0.6425
C -9.2686 -1.3903 0.8168
O 4.4497 2.3830 -1.1656
O 4.4147 2.3958 1.3061
C 7.5133 -3.1978 0.1402
```

Summary:
- HOMO-LUMO gap (Eh) = 0.32085
- HOMO (hartree) = -0.3305
- structure (SMILES) = COC(=O)c1ccc(COC(=O)c2ccc(S(=O)(=O)N3CCC(C)CC3)cc2)o1

=====

Record 3
# C20H24AsF6N6O2S2Tl

C20H24AsF6N6O2S2Tl as an isolated structure (the ωB97M-V functional and the def2-TZVPD basis, OMol25).

Structure (XYZ):
```
62
Properties=species:S:1:pos:R:3
N 4.4088 -0.5679 -4.9686
F 1.1036 -3.4349 3.8482
H -0.4320 -4.9340 0.1386
H -3.9734 -4.2970 -1.5341
H -3.1399 -5.0424 -0.1643
O 1.6575 -2.4653 1.3094
H 2.1923 -1.1201 3.6264
H -3.8325 3.1061 0.9977
N 2.8915 0.7437 -3.7745
C 0.0753 2.8501 -1.9716
H 0.3207 0.2633 3.9982
H 4.8545 -1.4722 -4.9789
C -1.3499 -0.0357 2.6868
H -2.4995 3.2456 -0.1523
C -1.6817 -2.6506 -3.0487
C 3.9274 -3.1565 1.4605
C 2.6242 -2.6380 2.1661
H 0.5403 -3.4463 0.0079
F 3.7118 -4.1887 0.6327
H -0.9659 3.6927 1.8030
H -2.6906 -5.4906 -1.8229
C -1.0957 2.6510 2.0699
C 2.2366 -3.7550 3.2054
N -1.2728 4.9650 -2.4451
C -3.0426 2.5512 0.4846
N 2.9025 -1.5849 -3.5938
H 3.9108 -1.6085 3.6271
S 2.4201 1.5924 -1.0417
C 2.1529 4.0626 -1.9245
Tl 0.3629 -0.4852 -0.0342
H 0.5716 2.6515 3.4124
F 4.5157 -2.2025 0.7297
H -2.9729 -0.0463 1.3014
C -0.3581 0.7209 3.2930
H -1.4386 -1.0926 2.8976
H -0.9286 -3.1846 -3.6212
H 0.4739 -4.5694 -1.3655
H 5.0366 0.2193 -5.0208
O -2.2399 -2.0481 -0.2004
C 1.4226 2.9068 -1.6814
H 2.5356 0.9479 -2.7667
F 3.1462 -3.9746 4.1982
H -2.6790 -2.8245 -3.4637
C -2.2242 0.5611 1.7879
C -2.1088 1.9100 1.4674
C -0.6130 4.0335 -2.2658
F 4.9047 -3.5934 2.3090
C -3.0131 -4.6723 -1.1821
H -1.4504 -1.5850 -3.0692
N 2.8268 4.9711 -2.1787
H 3.3618 1.5432 -4.1715
C 3.0396 -1.4013 3.0062
N 0.9929 -2.0038 -2.1401
H 3.2517 -0.5895 2.3153
S -0.9622 1.4739 -2.0130
C 1.8964 -1.6999 -2.8042
F 2.0236 -4.9670 2.6644
H -3.4956 1.7951 -0.1511
C 3.3822 -0.4568 -4.0472
As -1.6615 -3.2051 -1.1696
C -0.0924 -4.1477 -0.5407
C -0.2299 2.0648 2.9774
```

Summary:
- HOMO-LUMO gap (Eh) = 0.20879
- total charge = -2
- HOMO (hartree) = -0.0445
- energy relative to the best compared isomer or geometry (same formula, charge and spin) (kJ/mol) = 233.5

=====

Record 4
# C20H24BGeN7O3RuS

C20H24BGeN7O3RuS as an isolated structure (the ωB97M-V functional and the def2-TZVPD basis, OMol25).

Structure (XYZ):
```
58
Properties=species:S:1:pos:R:3
C -3.6124 -1.6965 0.7790
B -1.0531 -1.7717 1.1824
H -1.2846 -2.6970 1.8868
H -2.6076 -4.0244 -0.7446
H 4.4296 -1.2642 0.9342
H 0.1775 -6.2697 0.7987
C -3.6536 -0.1723 -0.7989
H -1.8720 -3.6530 -2.3008
S 2.0299 3.3073 -2.0227
H 1.7674 8.2479 -1.1461
C 0.0517 7.0970 -0.5776
H 1.3625 -5.5617 -2.0564
C 2.0389 6.1726 -1.5942
Ru -0.3735 0.6710 -0.6595
H -0.8846 -1.4049 3.9982
H -0.9278 -5.2004 1.6520
H 0.0443 1.0388 4.8050
C 0.0021 -2.1176 -0.0502
H 3.3737 0.6990 -0.6560
C -0.5394 5.8438 -0.5179
H -3.9135 0.5350 -1.5658
H -0.4872 7.9560 -0.2051
N 0.6531 2.5106 -1.5563
H 1.6600 -3.8771 -2.4598
C -0.0904 0.6730 3.8085
H -0.3786 -1.6264 -0.9803
H 0.8059 -4.9486 1.7765
N -2.3845 -0.3764 -0.4594
H 2.3441 -2.9801 1.3274
H -1.9750 -5.3228 -1.7517
O 3.1384 2.8947 -1.2060
C 3.4340 -1.1899 0.5497
O 2.2052 3.2266 -3.4419
C -4.4794 -1.0000 -0.0414
H 0.5567 2.3308 2.4534
N 1.6423 -0.4667 -0.5485
C 0.0061 -5.2409 1.1037
C 1.5091 -4.5698 -1.6398
C 0.1762 4.7578 -1.0009
C 1.4453 4.9345 -1.5273
N -2.3637 -1.3008 0.5124
H -3.8142 -2.4416 1.5232
H 3.0258 6.2837 -2.0149
N -0.1258 0.5490 1.5924
C -0.2340 3.3335 -1.0111
H -1.5268 5.7047 -0.1059
C 0.1661 1.3434 2.6157
C 2.3902 -2.0766 0.7515
N -0.5604 -0.6159 2.0803
C 1.3240 7.2631 -1.1083
C 2.9118 -0.1895 -0.2689
C -1.8107 -4.2994 -1.4300
Ge -0.0585 -4.0821 -0.5131
N 1.3364 -1.6073 0.0763
C -0.5564 -0.5678 3.4166
H -5.5458 -1.0892 -0.0860
H 2.4131 -4.5857 -1.0377
O -1.3074 2.9154 -0.5373
```

Summary:
- HOMO-LUMO gap (spin up / spin down) (Eh) = 0.29197 / 0.29366
- HOMO (spin up / spin down) (hartree) = -0.3115 / -0.3122
- energy relative to the best compared isomer or geometry (same formula, charge and spin) (kJ/mol) = 230.1

=====

Record 5
# C20H24CaN4O11S2

C20H24CaN4O11S2 as an isolated structure (the ωB97M-V functional and the def2-TZVPD basis, OMol25).

Structure (XYZ):
```
62
Properties=species:S:1:pos:R:3
N -5.6431 -11.6246 -13.3791
H -4.4283 -12.9858 -12.2794
C -4.8926 -11.9764 -12.1797
C 0.4552 -15.7467 -8.1718
H 0.4591 -14.7821 -11.3396
C -2.0195 -15.5520 -9.0959
H -5.1716 -9.8912 -10.6428
C -4.5412 -9.6817 -11.5410
H -3.7805 -8.8760 -11.3714
H -2.4254 -11.7201 -13.0640
O -1.6199 -13.5688 -11.9740
C -0.6557 -8.0605 -8.9069
O -1.0619 -8.3549 -12.1239
O -3.3109 -14.9773 -12.2000
C 0.1713 -5.8468 -8.3902
C -3.3361 -14.7460 -8.7530
C -3.0072 -10.7965 -12.9781
H -2.2720 -10.0124 -12.6762
S -1.7206 -9.3872 -8.2281
C 1.2306 -6.0761 -9.2869
H -3.5464 -8.3917 -13.5066
H 1.2045 -14.9942 -7.9023
H 0.3835 -17.1480 -9.8959
O -0.4192 -10.5769 -11.1786
H -4.8889 -8.7732 -14.7585
C 0.6968 -16.1417 -9.6200
S -0.0350 -9.1435 -11.4369
O -4.3528 -15.2664 -8.3021
C 1.2450 -7.1896 -10.0847
H -6.8201 -10.0183 -14.0324
H -5.2346 -11.0286 -15.3717
C -4.3301 -9.0838 -13.8273
H 1.7101 -16.0782 -9.9447
C 0.2618 -8.2204 -9.9284
H -5.6119 -12.1922 -11.3661
C -2.2347 -14.6388 -11.6624
H -1.6773 -6.5982 -7.6754
H 0.1422 -4.9004 -7.7936
H -4.0929 -12.2699 -14.7636
C -0.0974 -15.0653 -10.4360
O 1.3559 -9.1117 -11.8802
H -2.1975 -16.5303 -8.6617
H -6.9954 -10.4087 -12.3418
C -0.8176 -6.8198 -8.3028
H 0.5038 -16.6466 -7.4791
O -3.0934 -13.4868 -8.9225
O -2.0115 -8.9179 -6.9315
H -1.1083 -14.2739 -7.4668
N -3.6592 -10.3531 -14.1694
O -0.3086 -13.9349 -9.4403
O -2.8367 -9.6580 -9.1834
C -0.8005 -14.8680 -8.3105
N -3.8895 -10.9616 -11.8087
H 2.0124 -7.3425 -10.8801
O -0.9363 -10.6593 -8.2306
H 2.0666 -5.3224 -9.4168
Ca -2.1242 -11.6999 -10.1363
N -5.3420 -9.2209 -12.6851
C -6.2737 -10.2926 -13.1027
H -1.6066 -16.5651 -10.9577
C -1.5552 -15.5202 -10.6164
C -4.6779 -11.3397 -14.5238
```

Summary:
- HOMO-LUMO gap (Eh) = 0.27897
- total charge = -2
- HOMO (hartree) = -0.1127
- energy relative to the best compared isomer or geometry (same formula, charge and spin) (kJ/mol) = 0.0

=====

Record 6
# C20H24ClN3O

A single C20H24ClN3O molecule (the ωB97M-V functional and the def2-TZVPD basis, OMol25).

Structure (XYZ):
```
49
Properties=species:S:1:pos:R:3
C 2.2177 2.2067 0.3998
H -3.2396 1.9989 -3.3761
O 1.5223 -2.5936 -2.0082
C -1.1354 1.9019 -0.7171
H -0.2467 -0.2023 -2.1127
H -0.3027 -2.9706 2.6631
C -2.0819 2.1033 0.2895
H 5.4133 2.5157 1.3673
H 3.1994 3.5763 1.7329
H -0.6190 -0.4465 2.4214
C 0.7973 -0.2785 -1.8051
H -3.8721 -2.5770 1.2581
N 0.9070 2.5924 0.4069
H -0.8541 1.8094 -2.8373
H -4.1378 2.3754 0.7856
H 1.2470 -2.8004 1.8331
C -2.9199 2.0146 -2.3449
H 5.6638 0.6142 -0.1437
H -2.6902 -1.1238 -0.2778
C 3.3158 2.7317 1.0732
C -1.5782 1.8860 -2.0392
H 1.8122 -1.5297 -0.3507
H 1.4422 -0.2521 -2.6931
H -2.5314 -0.4702 1.3508
H 0.8593 -0.4025 1.4704
H -0.0567 -3.1415 -0.0125
H 0.9785 -1.9870 3.3697
C 3.6078 0.5080 -0.6805
H -1.0178 -2.2790 -1.2269
H 0.8266 -2.8249 -2.6348
N -0.7979 -1.2053 0.5198
C -3.8484 2.1751 -1.3299
C 1.0237 -1.6389 -1.0997
H 3.7291 -0.3308 -1.3492
Cl -1.5942 2.1921 1.9348
C 0.5057 -2.2813 2.4361
C 4.5391 2.1343 0.8603
C -0.2663 -2.1472 -0.4390
H -2.4516 -3.4615 0.7004
N 1.1183 0.8451 -0.9729
C -2.2324 -1.2971 0.7036
C 0.2844 1.7797 -0.4027
C -3.4282 2.2302 -0.0135
C -2.7854 -2.6052 1.2820
C 4.6835 1.0450 -0.0028
C 2.3710 1.0988 -0.4661
C -0.0069 -1.0232 1.7264
H -4.8977 2.2727 -1.5627
H -2.4726 -2.7371 2.3140
```

Summary:
- HOMO-LUMO gap (Eh) = 0.32036
- HOMO (hartree) = -0.3013
- energy relative to the best compared isomer or geometry (same formula, charge and spin) (kJ/mol) = 15.5
- structure (SMILES) = CCN(CC)C[C@@H](O)Cn1c(-c2ccccc2Cl)nc2ccccc21

=====

In order of appearance, largest force on an atom = 0.9 1.1 2.2 3.1 4.2 0.8 eV/A.
In order of appearance, electronic energy = -1600.85502 -1755.55303 -5059.46825 -3980.37663 -3297.41572 -1476.23151 Ha.